Entry 1:
Entry from OMol25: C22H55IInN2O9 as an isolated structure (the ωB97M-V functional and the def2-TZVPD basis).

XYZ file:
```
90
Properties=species:S:1:pos:R:3:lowdin_charge:R:1
H -10.130 1.872 -1.314 0.049
C -12.677 3.790 1.072 -0.207
C 3.031 -1.403 1.109 -0.107
C -6.919 0.153 0.780 -0.332
H -14.152 4.067 -1.836 0.087
H -3.452 1.407 -0.143 0.029
C 5.432 -3.772 1.369 -0.117
H 6.052 -0.132 -0.548 0.086
I -8.677 -1.026 -1.444 0.766
C -3.193 0.786 0.702 -0.211
H 5.130 2.889 -2.492 0.088
C -9.069 -0.947 1.561 -0.185
H 3.474 -4.997 2.130 0.124
H 8.502 -2.061 -2.113 0.125
C 4.962 3.186 -1.458 -0.105
H 10.803 1.241 -1.898 0.089
H 5.208 3.833 0.875 0.127
C 9.404 -1.640 -2.568 -0.202
C -11.444 2.926 0.905 -0.208
C 12.667 -1.840 -2.308 -0.114
H 1.273 -4.034 1.584 0.128
H -4.915 -2.477 3.018 -0.070
C 10.477 -2.708 -2.581 -0.203
H -1.302 -0.182 2.444 0.080
H 6.157 -3.188 0.803 0.081
C 6.796 0.602 -0.241 -0.105
H 3.718 -1.743 0.330 0.077
H 3.565 -0.721 1.770 0.088
H 5.011 -3.140 2.154 0.084
H -13.499 3.199 1.490 0.124
C 2.170 -3.611 1.122 -0.206
O 4.439 -4.220 0.466 -0.194
H 13.399 -1.258 -2.866 0.088
H -11.164 2.528 1.886 0.126
H -6.970 0.812 -0.073 -0.010
H 9.441 1.113 -3.029 0.089
H -5.209 -1.894 -1.198 -0.069
H -10.606 3.524 0.534 0.129
H 13.171 -2.704 -1.861 0.087
H 10.109 -3.567 -3.150 0.126
H 7.036 1.235 -1.098 0.081
H -0.460 -1.144 1.224 0.053
H 7.702 0.076 0.080 0.084
N -1.272 0.157 -0.633 0.094
H 2.197 -0.865 0.648 0.087
C 6.935 2.563 1.084 -0.208
H 2.890 -5.536 0.548 0.123
H 12.255 -1.215 -1.513 0.083
O 9.779 -0.513 -1.791 -0.206
H 10.690 -3.045 -1.562 0.126
H -7.436 -1.964 0.688 0.034
O -4.669 -2.180 -0.445 -0.405
H 4.196 3.968 -1.437 0.089
H 10.958 0.228 -3.345 0.083
H -7.190 0.676 1.682 0.019
H 6.766 4.661 0.738 0.123
H -13.959 2.636 -0.807 0.083
N -4.690 -1.493 2.952 -0.181
H -15.085 3.937 -0.330 0.085
H -12.449 4.595 1.778 0.123
H 4.607 2.320 -0.897 0.084
H -11.682 1.253 -1.899 0.085
C -1.941 0.089 0.442 -0.601
C -1.418 -0.765 1.539 -0.067
O 11.668 -2.264 -3.216 -0.191
H -9.513 -1.919 1.730 0.067
C -11.214 2.009 -1.271 -0.129
H -3.783 -1.316 3.360 -0.082
C 6.222 3.750 0.471 -0.209
H 7.965 2.506 0.717 0.125
H -2.103 -1.592 1.681 0.058
C 3.252 -4.669 1.109 -0.204
H -11.472 2.999 -1.656 0.082
H -1.764 0.779 -1.276 0.029
H -3.107 1.414 1.577 0.039
O 6.189 3.683 -0.946 -0.195
C -7.905 -0.998 0.595 -0.844
O -11.681 1.818 0.056 -0.203
H 9.154 -1.337 -3.589 0.128
H 1.911 -3.314 0.102 0.131
In -4.862 -0.690 0.996 0.773
C -14.122 3.716 -0.805 -0.117
H 5.947 -4.624 1.828 0.085
C 10.271 0.566 -2.567 -0.107
O -13.077 4.404 -0.145 -0.192
O 6.252 1.347 0.836 -0.191
H -8.691 -0.566 2.498 0.070
H -9.827 -0.259 1.220 0.042
O 2.545 -2.481 1.893 -0.194
H 6.971 2.700 2.169 0.124
```

Properties
LUMO level	1.911	eV
energy above the lowest of the compared OMol25 structures with the same formula, charge and spin	0.296	eV
E_HOMO	-4.73	eV
net charge	-1

Entry 2:
Entry from OMol25: a 15-piece molecular cluster, C47H114BO22 overall (the ωB97M-V functional and the def2-TZVPD basis).

XYZ file:
```
184
Properties=species:S:1:pos:R:3:lowdin_charge:R:1
C -11.251 3.507 25.056 -0.050
H -15.007 1.522 6.265 0.113
C -12.155 8.735 13.535 -0.058
C -20.492 4.694 25.833 -0.116
H -12.202 11.752 15.275 0.071
H -13.199 2.339 26.438 0.083
H -20.069 -4.438 17.777 0.072
C -19.990 2.191 9.872 -0.061
H -20.411 6.151 24.336 0.108
H -11.339 10.755 13.279 0.124
H -11.245 -4.448 14.618 0.114
O -16.402 11.005 22.932 -0.054
H -20.093 3.902 25.200 0.071
H -9.802 -3.003 20.821 0.073
C -6.905 -3.663 22.684 -0.063
H -7.444 14.704 16.742 0.105
H -12.480 0.577 8.501 0.116
H -21.288 -2.185 15.996 0.113
H -16.699 11.430 22.123 0.078
H -21.758 -4.296 17.327 0.068
H -9.403 -1.875 22.032 0.079
H -8.072 9.378 24.821 0.079
H -13.325 11.526 21.719 0.073
C -23.280 3.136 19.385 -0.053
H -2.964 7.322 16.074 0.073
C -8.356 -3.816 22.164 -0.432
H -13.028 8.212 13.925 0.080
C -8.948 -2.618 21.378 -0.056
H -20.282 4.436 26.871 0.076
H -20.802 1.465 9.854 0.083
O -25.453 3.930 18.769 -0.032
C -20.061 6.051 25.364 -0.294
C -6.667 14.428 17.455 -0.342
H -2.942 1.856 23.672 0.112
H -7.354 8.690 23.426 0.074
H -20.981 -4.388 12.429 0.068
C -20.851 -3.723 17.521 -0.070
C -21.373 4.263 9.503 -0.054
H -14.355 3.554 26.591 0.075
C -2.689 7.356 15.020 -0.076
C -19.949 -3.253 14.001 -0.303
H -4.624 10.857 23.824 0.066
O -11.624 2.195 17.842 0.233
H -10.499 4.269 24.851 0.074
O -20.743 6.995 26.233 -0.097
H -11.821 -4.809 17.593 0.075
C -4.604 9.791 24.052 -0.049
H -9.003 -3.972 14.175 0.109
C -12.493 4.200 25.655 -0.515
H -3.622 9.643 24.500 0.069
H -19.157 1.741 10.412 0.075
H -6.288 13.054 19.083 0.070
H -7.216 -3.924 16.656 0.066
H -5.781 8.348 25.262 0.134
H -21.637 5.206 9.983 0.079
C -1.283 4.886 12.639 -0.286
O -13.371 10.777 13.009 -0.049
H -11.506 10.205 15.737 0.075
H -23.029 2.946 18.342 0.079
H -2.927 3.769 24.985 0.088
O -13.781 3.261 17.258 0.239
H -8.287 -2.264 20.586 0.084
H -7.241 10.340 23.489 0.074
C -7.015 13.202 18.284 -0.085
O -14.373 1.080 8.134 -0.167
H -6.530 -4.601 23.092 0.072
H -26.373 1.604 19.821 0.076
C -15.074 10.589 22.671 -0.494
H -24.797 0.904 19.984 0.074
O -10.098 5.228 18.592 0.109
C -11.055 -4.243 15.672 -0.311
O -6.623 15.548 18.303 -0.083
H -13.543 1.880 10.424 0.077
H -1.890 3.992 12.782 0.113
C -11.947 -5.096 16.549 -0.077
O -2.977 3.883 24.033 -0.055
H -5.744 11.134 25.617 0.089
H -11.435 3.073 24.073 0.081
C -19.971 -4.223 12.802 -0.071
C -5.877 9.379 24.921 -0.496
O -20.824 3.495 11.644 -0.038
H -20.066 3.360 12.218 0.101
O -9.714 -4.572 15.981 -0.148
H -15.643 9.993 20.720 0.078
H -13.431 0.771 6.363 0.107
O -5.830 10.246 25.971 -0.049
C -7.210 9.482 24.161 -0.059
H -22.644 2.386 19.856 0.077
O -8.335 -4.882 21.162 -0.092
H -4.605 9.286 23.086 0.069
H -11.642 -6.124 16.354 0.077
H -25.033 3.364 20.628 0.135
H -1.061 4.265 10.593 0.073
O -1.851 6.076 13.192 -0.180
H -6.330 16.294 17.775 0.080
H -4.429 3.834 21.996 0.084
H -1.797 5.411 15.199 0.113
H -4.543 2.556 23.957 0.117
C -1.210 5.182 11.163 -0.085
H -14.104 9.369 21.138 0.079
H -3.388 5.427 14.384 0.116
C -14.920 2.800 17.659 -0.370
H -11.360 -3.211 15.846 0.120
H -14.022 2.920 24.958 0.090
O -9.385 2.456 17.586 0.123
C -24.788 3.070 19.608 -0.543
B -12.753 3.017 18.308 -0.836
H -20.425 -2.313 13.723 0.115
C -7.378 -4.060 15.587 -0.071
H -2.196 5.538 10.864 0.076
H -6.870 -2.820 23.374 0.074
H -7.972 13.373 18.775 0.076
H -16.056 -0.774 6.962 0.073
H -2.857 3.204 21.484 0.081
H -19.549 -5.172 13.134 0.072
H -13.258 10.655 12.063 0.086
H -19.319 -3.793 12.041 0.071
H -25.286 1.357 18.384 0.078
H -0.541 6.014 10.942 0.076
C -13.529 0.793 10.344 -0.075
H -12.823 4.922 24.908 0.131
C -13.576 3.213 25.908 -0.076
H -7.140 -5.096 15.343 0.069
H -15.244 -0.807 5.439 0.065
H -21.043 4.410 8.475 0.077
C -20.510 -2.902 16.258 -0.262
C -15.094 9.556 21.555 -0.060
H -18.897 -3.018 14.159 0.111
H -21.630 6.966 25.866 0.069
H -12.993 -4.900 16.314 0.075
C -14.733 2.280 19.116 -0.382
H -19.643 2.237 8.839 0.073
H -11.304 8.252 14.015 0.076
C -10.848 4.285 18.422 -0.423
H -22.957 4.127 19.704 0.080
O -12.149 4.874 26.854 -0.046
H -4.228 2.154 21.634 0.079
H -5.745 14.270 16.895 0.105
H -12.979 5.006 27.318 0.075
H -3.492 7.809 14.437 0.073
C -13.464 0.334 8.902 -0.303
H -19.569 -2.361 16.365 0.115
H -15.571 8.624 21.859 0.082
C -14.256 11.812 22.209 -0.067
O -15.959 2.742 16.967 0.079
H -8.978 -4.144 22.997 0.126
H -12.100 8.506 12.471 0.065
C -20.330 3.577 10.375 -0.553
C -25.357 1.657 19.430 -0.061
H -0.329 4.659 13.116 0.114
H -6.703 -3.366 15.086 0.070
H -6.921 12.217 17.826 0.074
C -12.238 10.283 13.674 -0.494
O -15.634 1.907 19.865 0.108
C -14.445 0.732 6.761 -0.257
H -6.262 -3.467 21.826 0.072
H -8.980 -2.662 15.335 0.118
H -8.410 -4.481 20.294 0.062
O -12.089 4.299 18.712 0.238
C -2.433 5.941 14.491 -0.275
H -18.991 6.250 25.415 0.114
H -10.844 2.766 25.743 0.078
H -14.435 -1.488 6.841 0.061
H -21.070 -3.114 18.399 0.069
H -1.764 7.916 14.885 0.073
C -15.071 -0.668 6.506 -0.075
O -20.378 -3.850 15.201 -0.170
H -14.821 12.301 21.415 0.075
H -14.433 0.474 10.862 0.076
H -19.467 4.231 10.503 0.138
C -10.489 2.854 17.885 -0.377
H -13.972 12.484 23.020 0.075
H -14.571 10.256 23.579 0.136
H -25.316 3.563 17.893 0.090
C -3.557 2.745 23.534 -0.395
H -12.645 0.431 10.868 0.077
H -13.231 10.278 15.618 0.080
H -13.622 -0.744 8.927 0.111
C -3.731 3.003 22.104 -0.110
C -8.849 -3.738 15.229 -0.286
H -21.544 4.469 25.658 0.070
H -22.270 3.651 9.418 0.079
O -13.487 2.437 19.410 0.259
C -12.316 10.673 15.177 -0.055
```

Properties
LUMO level	1.754	eV
E_HOMO	-7.32	eV
net charge	-1

Entry 3:
Entry from OMol25: a single C6H13NO3 molecule (the ωB97M-V functional and the def2-TZVPD basis).

XYZ file:
```
23
Properties=species:S:1:pos:R:3:lowdin_charge:R:1
H 0.641 1.780 0.083 0.146
C 1.950 -1.000 0.224 -0.518
H -2.088 -0.784 0.905 0.084
O -1.057 2.137 1.221 -0.020
H 2.171 -2.435 -1.390 0.101
H 2.029 -3.195 0.199 0.086
C -0.943 1.074 -1.762 -0.074
C -0.165 1.234 0.607 -0.383
H -1.352 0.345 -2.487 0.081
C 0.475 0.252 1.606 -0.076
H -1.577 1.968 -1.860 0.075
C -2.238 -0.154 0.025 -0.054
C 2.471 -2.317 -0.317 0.012
H -0.272 0.017 2.360 0.123
H -1.865 2.183 0.666 0.098
H 0.100 1.325 -2.056 0.092
O 2.584 0.009 -0.047 0.078
N -0.971 0.535 -0.379 -0.226
H -2.579 -0.843 -0.777 0.092
O 0.901 -1.040 1.063 0.010
H 1.283 0.754 2.142 0.133
H 3.544 -2.368 -0.264 0.076
H -3.042 0.523 0.236 0.061
```

Properties
LUMO level	0.775	eV
energy above the lowest of the compared OMol25 structures with the same formula, charge and spin	2.044	eV
E_HOMO	-8.49	eV
SMILES string	CC(=O)OC[C@H](O)N(C)C